ORCA calculation (ωB97M-V/def2-TZVPD) on a molecular structure, C74H154As2F12MnN8O21.

Each line ends with the Mulliken spin population.
Atoms and positions in Å:
Mn1 -1.9523 3.4381 -1.7571  4.74
As1 -0.2771 -0.0615 -1.1946  0.02
F1 1.2552 0.6026 -0.4561  0.00
F2 -0.8908 1.6496 -1.5815  -0.09
F3 -1.8366 -0.6906 -1.9571  0.00
F4 0.2562 -1.7327 -0.8575  0.00
F5 -1.1669 0.0319 0.4109  0.00
F6 0.5805 -0.1082 -2.7844  0.00
As2 -3.3600 5.9009 -4.3936  0.01
F7 -3.8354 7.2015 -5.5147  0.00
F8 -1.8962 5.4825 -5.3153  0.00
F9 -2.8463 4.5608 -3.2756  0.01
F10 -4.7986 6.2526 -3.3012  0.00
F11 -4.3187 4.7289 -5.3103  0.00
F12 -2.3733 7.1636 -3.4906  0.00
C1 0.6611 -8.5597 6.0493  0.00
O1 -0.3392 -8.4487 5.0468  0.00
C2 -0.0896 -7.4127 4.0475  0.00
C3 -0.2431 -6.0088 4.6034  0.00
O2 -1.5656 -5.6912 5.0748  0.00
C4 -1.9404 -4.3262 5.2155  0.00
C5 -2.0380 -3.5965 3.8893  0.00
O3 -0.8757 -2.7819 3.6832  0.00
C6 -0.7915 -2.2278 2.3833  0.00
H1 1.6870 -8.4569 5.6955  0.00
H2 0.6349 -9.5550 6.4927  0.00
H3 0.5225 -7.8774 6.8880  0.00
H4 -0.6738 -7.5253 3.1341  0.00
H5 0.9538 -7.5230 3.7525  0.00
H6 0.0403 -5.3051 3.8207  0.00
H7 0.5044 -5.7960 5.3676  0.00
H8 -1.1899 -3.8351 5.8350  0.00
H9 -2.8665 -4.3285 5.7905  0.00
H10 -2.9671 -3.0426 4.0237  0.00
H11 -2.1575 -4.2633 3.0354  0.00
H12 -0.5856 -3.0157 1.6588  0.00
H13 -0.0146 -1.4647 2.4305  0.00
H14 -1.7547 -1.9239 1.9734  0.00
C7 2.5083 6.1573 -0.5272  0.00
O4 3.1953 5.1810 -1.3224  0.00
C8 4.5775 5.4523 -1.4131  0.00
C9 5.2735 4.5199 -2.4097  0.00
O5 5.1841 3.1372 -2.0893  0.00
C10 4.0223 2.4968 -2.6414  0.00
C11 3.8761 0.9994 -2.2961  0.00
O6 5.1279 0.3008 -2.4561  0.00
C12 6.0169 0.3600 -1.3800  0.00
H15 2.8268 6.2602 0.5101  0.00
H16 1.5189 5.7462 -0.3267  0.00
H17 2.2117 7.1315 -0.9158  0.00
H18 4.9318 5.3189 -0.3909  0.00
H19 4.7443 6.4933 -1.6900  0.00
H20 6.3307 4.7841 -2.4324  0.00
H21 4.9522 4.7241 -3.4311  0.00
H22 4.0422 2.5271 -3.7308  0.00
H23 3.0787 2.9850 -2.3978  0.00
H24 3.2958 0.4863 -3.0630  0.00
H25 3.3900 0.8779 -1.3281  0.00
H26 6.5200 1.2997 -1.1519  0.00
H27 6.8404 -0.3485 -1.4697  0.00
H28 5.4641 0.1276 -0.4697  0.00
C13 -0.4501 6.1976 2.8709  0.00
O7 -1.7821 5.8202 2.8564  0.00
C14 -2.2567 5.5286 4.1766  0.00
C15 -3.5733 4.7781 4.0905  0.00
O8 -3.3798 3.4951 3.4412  0.00
C16 -4.5761 2.6781 3.4484  0.00
C17 -4.4713 1.3657 2.5705  0.00
O9 -5.7237 0.6671 2.5439  0.00
C18 -6.0797 0.0801 3.8453  0.00
H29 -0.1630 6.9567 3.5985  0.00
H30 -0.0471 6.5564 1.9238  0.00
H31 0.2767 5.4087 3.0647  0.00
H32 -2.3319 6.4343 4.7784  0.00
H33 -1.5063 4.8449 4.5736  0.00
H34 -4.3851 5.3558 3.6484  0.00
H35 -3.9102 4.4902 5.0863  0.00
H36 -5.3672 3.2493 2.9628  0.00
H37 -4.8972 2.4136 4.4559  0.00
H38 -3.6487 0.7264 2.8911  0.00
H39 -4.2385 1.6479 1.5437  0.00
H40 -5.3154 -0.6173 4.1882  0.00
H41 -7.0202 -0.4667 3.7772  0.00
H42 -6.1856 0.9302 4.5192  0.00
C19 3.8469 -10.4249 1.5602  0.00
O10 3.0636 -10.9670 2.6505  0.00
C20 1.8918 -10.3091 3.0379  0.00
C21 0.9032 -9.9849 1.9138  0.00
O11 1.3848 -8.8799 1.0854  0.00
C22 0.3984 -8.3723 0.1734  0.00
C23 0.9393 -7.4190 -0.8813  0.00
O12 1.6696 -6.3093 -0.3939  0.00
C24 1.0771 -5.4846 0.6953  0.00
H43 4.7115 -11.0624 1.3754  0.00
H44 4.2625 -9.4235 1.6721  0.00
H45 3.3104 -10.4399 0.6115  0.00
H46 2.2658 -9.3713 3.4488  0.00
H47 1.4888 -10.8445 3.8977  0.00
H48 -0.1004 -9.7579 2.2736  0.00
H49 0.8965 -10.8933 1.3114  0.00
H50 -0.4803 -7.9238 0.6369  0.00
H51 0.0562 -9.2916 -0.3020  0.00
H52 0.1728 -6.9982 -1.5320  0.00
H53 1.6002 -7.9911 -1.5324  0.00
H54 1.6983 -4.6253 0.9479  0.00
H55 0.8199 -5.9650 1.6393  0.00
H56 0.1800 -5.0296 0.2755  0.00
C25 -2.2267 -0.8426 5.7280  0.00
O13 -2.7361 0.2715 6.4731  0.00
C26 -2.1679 1.5178 6.2139  0.00
C27 -2.9358 2.5757 7.0765  0.00
O14 -2.1384 3.7414 7.2806  0.00
C28 -2.7237 4.7243 8.0844  0.00
C29 -1.9029 6.0175 8.3586  0.00
O15 -1.9242 6.8894 7.2436  0.00
C30 -1.8959 8.2785 7.5176  0.00
H57 -2.8091 -1.7116 6.0343  0.00
H58 -1.1825 -1.0091 5.9924  0.00
H59 -2.2457 -0.7311 4.6439  0.00
H60 -2.2969 1.8471 5.1829  0.00
H61 -1.1151 1.4930 6.4950  0.00
H62 -3.2711 2.1438 8.0194  0.00
H63 -3.8385 2.8278 6.5200  0.00
H64 -3.0403 4.3081 9.0407  0.00
H65 -3.6156 5.0430 7.5447  0.00
H66 -0.8341 5.8641 8.5079  0.00
H67 -2.3686 6.4701 9.2341  0.00
H68 -0.9910 8.4489 8.1009  0.00
H69 -2.7237 8.6483 8.1226  0.00
H70 -1.8004 8.9011 6.6281  0.00
C31 -2.4350 6.6054 -0.5725  0.02
O16 -2.9160 5.2945 -0.9586  0.01
C32 -4.2108 5.1000 -0.3696  0.03
C33 -4.8158 3.7166 -0.6707  0.01
O17 -3.6993 2.8176 -0.8555  -0.01
C34 -4.0551 1.4801 -1.3199  -0.01
C35 -3.9693 1.5125 -2.8070  0.01
O18 -2.6417 2.0238 -3.1600  0.01
C36 -2.2082 1.7904 -4.5449  0.02
H71 -1.5004 6.8007 -1.0983  -0.01
H72 -2.3126 6.7205 0.5045  0.00
H73 -3.1376 7.4024 -0.8159  0.00
H74 -4.9789 5.8487 -0.5636  0.00
H75 -4.0799 5.0128 0.7090  -0.01
H76 -5.3625 3.7822 -1.6114  -0.01
H77 -5.4811 3.4021 0.1334  0.00
H78 -5.0507 1.1469 -1.0268  0.00
H79 -3.3659 0.7265 -0.9388  0.01
H80 -4.7567 2.1696 -3.1764  -0.01
H81 -4.1597 0.5197 -3.2146  0.00
H82 -3.1172 1.8110 -5.1459  0.00
H83 -1.6950 0.8483 -4.7382  0.01
H84 -1.4556 2.5589 -4.7212  -0.02
C37 -6.9603 -1.0685 -1.9444  0.00
O19 -5.6223 -1.5020 -1.6363  0.00
C38 -5.3575 -1.8507 -0.2469  0.00
C39 -3.9423 -2.4034 -0.0749  0.00
O20 -3.7883 -3.5953 -0.8361  0.00
C40 -2.4464 -3.9694 -1.0256  0.00
C41 -2.4241 -5.3227 -1.7905  0.00
O21 -3.1186 -6.3065 -0.9697  0.00
C42 -2.8158 -7.5968 -1.4498  0.00
H85 -7.6707 -1.8950 -1.9639  0.00
H86 -6.9944 -0.5194 -2.8853  0.00
H87 -7.2699 -0.3837 -1.1550  0.00
H88 -6.0653 -2.5685 0.1678  0.00
H89 -5.4997 -0.9419 0.3378  0.00
H90 -3.6949 -2.5878 0.9705  0.00
H91 -3.2283 -1.6113 -0.3006  0.00
H92 -1.9484 -4.0336 -0.0582  0.00
H93 -1.9695 -3.1157 -1.5071  0.00
H94 -1.4016 -5.6548 -1.9699  0.00
H95 -2.9572 -5.3926 -2.7387  0.00
H96 -1.7646 -7.8832 -1.4179  0.00
H97 -3.2037 -7.8926 -2.4246  0.00
H98 -3.2141 -8.3443 -0.7637  0.00
C43 6.2037 1.4112 3.1405  0.00
C44 5.6370 2.8530 3.3099  0.00
C45 5.6896 3.4231 1.8733  0.00
C46 6.9714 3.6496 1.2465  0.00
N1 7.9914 3.8574 0.7341  0.00
H99 5.4888 0.8788 2.5131  0.00
H100 6.2703 0.9249 4.1137  0.00
H101 7.1489 1.4339 2.5981  0.00
H102 6.3806 3.3209 3.9551  0.00
H103 4.6316 2.8059 3.7284  0.00
H104 5.1159 4.3478 1.8105  0.00
H105 5.1833 2.7714 1.1613  0.00
C47 1.7353 7.1372 -4.0831  0.00
C48 1.4093 6.0900 -5.1526  0.00
C49 1.5826 4.6114 -4.6447  0.01
C50 0.7252 4.2436 -3.4986  -0.01
N2 -0.0200 3.9738 -2.6111  0.13
H106 0.9977 7.0886 -3.2820  0.00
H107 1.6317 8.1603 -4.4444  0.00
H108 2.7230 6.9828 -3.6486  0.00
H109 2.0289 6.2647 -6.0322  0.00
H110 0.3828 6.2676 -5.4732  0.00
H111 2.6234 4.5381 -4.3292  0.00
H112 1.3352 3.9187 -5.4490  0.00
C51 4.2321 1.2293 -6.1640  0.00
C52 5.4168 1.5816 -7.0567  0.00
C53 6.0372 2.9687 -6.7481  0.00
C54 5.0474 4.0380 -6.5725  0.00
N3 4.2875 4.8941 -6.4040  0.00
H113 4.5800 1.2219 -5.1310  0.00
H114 3.7394 0.2678 -6.3084  0.00
H115 3.5464 2.0752 -6.2119  0.00
H116 5.0420 1.4811 -8.0753  0.00
H117 6.2125 0.8550 -6.8919  0.00
H118 6.6996 3.2718 -7.5590  0.00
H119 6.6056 2.9003 -5.8205  0.00
C55 3.2515 -1.7466 1.3578  0.00
C56 3.8620 -2.7004 2.3914  0.00
C57 5.1731 -2.2020 2.9616  0.00
C58 6.2504 -2.0712 2.0212  0.00
N4 7.1751 -1.9390 1.3397  0.00
H120 2.4457 -2.1739 0.7610  0.00
H121 4.0511 -1.5057 0.6573  0.00
H122 2.9002 -0.7921 1.7498  0.00
H123 4.0090 -3.7186 2.0310  0.00
H124 3.1092 -2.8688 3.1615  0.00
H125 5.3825 -2.8173 3.8366  0.00
H126 5.0296 -1.1790 3.3092  0.00
C59 -4.9100 -4.0875 -5.3729  0.00
C60 -4.6862 -3.0722 -4.2442  0.00
C61 -3.2408 -2.6126 -4.1514  0.00
C62 -2.8445 -1.8744 -5.3597  0.00
N5 -2.5337 -1.3433 -6.3540  0.00
H127 -4.3393 -4.9902 -5.1550  0.00
H128 -4.5471 -3.7464 -6.3425  0.00
H129 -5.9529 -4.4014 -5.4177  0.00
H130 -5.0290 -3.5468 -3.3248  0.00
H131 -5.3834 -2.2475 -4.3920  0.00
H132 -2.4803 -3.3160 -3.8124  0.00
H133 -3.0681 -1.8857 -3.3579  0.00
C63 2.2569 -1.6705 -7.7593  0.00
C64 1.1105 -1.9860 -6.8912  0.00
C65 0.9997 -1.0719 -5.6830  0.00
C66 0.9279 0.4002 -5.9721  0.00
N6 0.9270 1.5864 -6.1469  0.00
H134 2.3134 -2.2539 -8.6783  0.00
H135 3.1259 -1.9474 -7.1624  0.00
H136 2.2908 -0.6629 -8.1736  0.00
H137 1.1278 -3.0031 -6.4994  0.00
H138 0.2410 -1.8937 -7.5419  0.00
H139 1.8242 -1.2611 -4.9955  0.00
H140 0.1339 -1.2890 -5.0574  0.00
C67 1.8216 2.7732 2.5265  0.00
C68 0.7183 1.7339 2.7786  0.00
C69 -0.6682 2.3865 2.6871  0.00
C70 -0.8754 3.0372 1.3789  0.01
N7 -1.1600 3.5258 0.3778  0.10
H141 1.6826 3.1809 1.5252  0.00
H142 2.8413 2.3960 2.6049  0.00
H143 1.6988 3.5298 3.3016  0.00
H144 0.8770 1.1961 3.7133  0.00
H145 0.8046 0.9258 2.0522  0.00
H146 -0.7760 3.1250 3.4816  0.00
H147 -1.4545 1.6553 2.8745  0.00
C71 4.0781 -3.0020 -4.3396  0.00
C72 3.6484 -2.6019 -2.9051  0.00
C73 2.5399 -3.5098 -2.2755  0.00
C74 1.2141 -3.4348 -2.9376  0.00
N8 0.1213 -3.4503 -3.4124  0.00
H148 3.2027 -3.2738 -4.9295  0.00
H149 4.8552 -3.7650 -4.3861  0.00
H150 4.5186 -2.1229 -4.8100  0.00
H151 3.4315 -1.5340 -2.9317  0.00
H152 4.5236 -2.5555 -2.2571  0.00
H153 2.4841 -3.1084 -1.2636  0.00
H154 2.7979 -4.5687 -2.2862  0.00

The value obtained for the LUMO energy (alpha / beta) is -0.520 / -0.584 eV. Its multiplicity is 6. As for the orbital gap (alpha / beta): 0.329 / 0.326 hartree.